{
  "formula": "C4H14F6MnN5O9S2",
  "method": "the ωB97M-V functional and the def2-TZVPD basis",
  "elements": ["O", "O", "F", "H", "S", "H", "H", "C", "H", "S", "N", "H", "H", "F", "H", "N", "F", "Mn", "O", "H", "O", "F", "N", "N", "H", "H", "F", "C", "F", "H", "O", "O", "C", "N", "O", "H", "H", "O", "O", "H", "C"],
  "coordinates": [[-2.2331, 0.4271, 0.6723], [0.5559, 4.1005, -0.5125], [-0.2095, 4.5320, 2.2834], [-0.9113, -4.8309, -0.7803], [-0.2280, 3.0307, 0.0459], [0.5722, -0.8901, 3.3327], [-2.3785, -0.1404, -1.9700], [-0.9547, 3.6469, 1.7174], [-2.5131, 0.9741, -0.0616], [2.2510, 2.0748, 0.7375], [-1.6735, -0.4256, -2.6346], [-0.2718, -0.9800, -4.4365], [-0.8851, -5.1512, 1.2950], [-2.1673, 4.0017, 1.4757], [-0.7022, -0.0971, 3.5301], [-0.7232, -3.8567, -0.5913], [-1.0292, 2.5613, 2.5300], [-0.1606, -0.2129, 0.6958], [2.9165, 1.0286, 1.4771], [-1.2929, -3.9616, 2.4513], [-0.8964, -2.1896, 0.8088], [3.6295, 0.8635, -1.1417], [0.1541, -0.9289, -3.5221], [-1.2205, -4.2160, 1.4765], [2.3939, -1.4534, 1.2657], [1.1622, -0.9566, -3.4656], [3.6379, 3.0558, -1.3136], [-0.4387, -0.5360, -2.4193], [1.9440, 1.9525, -1.8708], [-2.0106, -0.5267, -3.5813], [2.5711, 3.3950, 1.2584], [-0.1218, -0.4403, 2.8507], [-1.0263, -3.3400, 0.5301], [0.6709, 1.6206, 0.6034], [1.6283, -1.3053, 0.7105], [-3.0420, 0.2228, 1.1416], [-0.4858, -3.1879, -1.3099], [0.0259, -0.5094, -1.3249], [-1.2527, 2.5541, -0.8412], [1.7824, -1.8502, -0.0612], [2.9331, 1.9449, -1.0515]],
  "mulliken_spin": [-0.1013, -0.0434, -0.0083, -0.0353, 0.4326, 0.0888, -0.0010, 0.0758, 0.0515, 0.4150, -0.2672, -0.0240, -0.1007, -0.0060, 0.0802, -0.1368, 0.0925, 3.3515, 0.0644, -0.0566, 0.2946, -0.0299, -0.0486, 0.1083, 0.3263, -0.0515, -0.0043, 2.0657, -0.0130, -0.0337, -0.0325, -0.1428, 1.2521, 0.3104, -1.0713, 0.1206, -0.1425, -0.8854, 0.0697, 0.0623, -0.0262],
  "spin_multiplicity": 7,
  "e_homo_ev": [-2.5535, -10.4481],
  "charge": 0,
  "e_above_lowest_kj_mol": 0.0,
  "s2": 12.00
}



{
  "formula": "C4H7ClN2O",
  "method": "the ωB97M-V functional and the def2-TZVPD basis",
  "elements": ["C", "H", "H", "H", "N", "C", "C", "Cl", "N", "H", "H", "H", "H", "C", "O"],
  "coordinates": [[1.0139, 0.4307, -0.4194], [1.4028, -0.0733, -1.4048], [0.2718, 2.1414, 1.0502], [-0.3320, 0.0241, 1.2148], [-2.4647, -0.4237, -1.7323], [-1.6436, -0.9624, -1.1267], [0.2929, -0.6179, 0.4968], [1.1165, 2.4182, 2.2594], [0.0346, 1.4434, -0.9328], [-1.2359, -2.3789, 0.3467], [0.9316, -1.1483, 1.2590], [1.7891, 0.8555, 0.2552], [-0.0655, -2.1717, -0.9513], [-0.6119, -1.5662, -0.3096], [-0.4996, 2.0291, -0.0054]],
  "lowdin_charge": [-0.1937, 0.1502, -0.1842, 0.1118, 0.1634, -0.2586, -0.1922, 0.1134, 0.0614, 0.1816, 0.1346, 0.0821, 0.0820, -0.1985, -0.0535],
  "spin_multiplicity": 1,
  "e_homo_ev": -10.5978,
  "charge": 0,
  "e_above_lowest_kj_mol": 368.0
}



{
  "formula": "C38H48BClGe2N6O5SY",
  "method": "the ωB97M-V functional and the def2-TZVPD basis",
  "elements": ["C", "H", "H", "O", "Ge", "C", "C", "H", "H", "H", "H", "C", "H", "H", "O", "H", "H", "C", "C", "H", "C", "C", "C", "C", "H", "N", "C", "O", "H", "H", "C", "C", "C", "C", "Cl", "C", "C", "H", "C", "H", "C", "H", "H", "C", "H", "H", "C", "H", "N", "H", "H", "C", "C", "H", "Y", "C", "H", "Ge", "H", "O", "N", "H", "H", "C", "C", "N", "H", "H", "O", "H", "C", "C", "H", "C", "H", "H", "H", "H", "C", "H", "C", "H", "H", "C", "S", "C", "H", "H", "H", "C", "C", "N", "H", "B", "C", "H", "C", "H", "H", "C", "N", "H", "H"],
  "coordinates": [[-0.7396, 2.2434, 2.9078], [0.9618, 2.8485, 4.0126], [0.1524, 1.7174, -3.9803], [-0.9867, -2.1745, -0.7877], [1.8242, -0.7976, -0.8785], [-5.3791, 0.3245, 0.4485], [-1.0125, 2.2980, -2.2815], [4.8063, 0.0041, 0.8354], [0.6140, 1.1284, 4.1565], [-6.3638, 2.0381, 1.3272], [-3.9310, -3.4180, -0.5960], [1.3819, -1.0351, 2.7066], [3.1071, -1.6300, -5.7080], [3.4758, -1.2002, -3.3281], [0.9390, -0.3426, 1.6926], [-4.3165, 2.7999, 0.5043], [5.4183, -1.2596, -2.4712], [3.1723, -1.4933, 4.2786], [-2.7571, 3.1231, 2.6510], [-0.7704, -1.1509, -2.6938], [-4.1803, 4.0658, -1.6664], [2.5166, 1.0600, -0.8046], [1.8852, 2.1119, -0.1329], [1.1342, -2.7286, 4.4615], [4.8582, -1.4778, 1.8215], [-3.3223, -0.5482, 0.3939], [5.1458, -2.2152, -2.0097], [0.8834, -2.9038, 0.5064], [0.4509, -5.2452, -1.5021], [1.3542, 1.7432, 2.6888], [-4.2070, -1.5526, 0.4133], [2.4350, 3.3900, -0.1223], [2.6777, -0.7951, 3.2022], [2.4618, -1.2884, -3.6863], [3.0542, -3.3535, 6.2690], [3.7720, -3.8647, 0.1623], [1.3914, -1.1438, -2.8040], [0.8014, -1.8230, -6.5991], [-2.9435, 3.2230, -1.7378], [0.9470, 1.9693, 0.3753], [0.9649, -1.6355, -5.5433], [4.2325, 0.5330, -2.0024], [-7.4256, 0.8687, 0.5313], [-4.0284, 3.9053, 2.7781], [3.2722, -0.0360, 2.7063], [1.9303, 4.1915, 0.4091], [0.6091, -2.0085, 3.3744], [5.1908, 2.7919, -1.9989], [-4.0667, 0.6035, 0.4210], [-4.1666, 4.5963, 1.9440], [-1.4801, 3.7956, 4.3189], [3.7142, 1.3259, -1.4687], [-0.1161, -1.4961, -4.6790], [6.0533, -2.6643, -1.5885], [-0.8369, -0.3232, 0.3628], [-1.6364, 3.1690, 3.4510], [-4.5656, -3.5374, 1.0440], [3.9373, -2.0304, -0.4852], [-4.2161, 4.7124, -2.5428], [-1.0756, -4.3578, 0.3873], [-1.4398, 1.6591, -1.1767], [6.0802, -1.2044, 0.5549], [1.3507, -3.7588, -1.9848], [3.6284, 3.6378, -0.7920], [5.0265, -1.0667, 0.8234], [-2.5326, 2.2151, 1.6897], [4.1724, -1.2917, 4.6482], [-0.3289, -4.0055, -2.5491], [-1.3987, -1.6808, 2.1461], [3.6382, -4.5633, -0.6702], [2.2545, -1.5250, -5.0450], [-0.7454, -2.2954, 2.9884], [-3.9964, 4.4843, 3.6998], [-5.5095, -1.0461, 0.4387], [-5.0862, 3.4563, -1.6521], [4.7056, -4.1158, 0.6777], [-1.1308, -1.5697, -5.0583], [0.8128, 3.0588, -3.0403], [0.0964, -1.2537, -3.3272], [4.7487, -2.8846, -2.7771], [-6.4574, 1.3653, 0.4718], [-1.8626, 3.9331, -3.5223], [-6.4293, -1.6160, 0.4601], [-3.8582, -2.9999, 0.4116], [-0.2432, -3.3989, -0.2865], [4.2642, 2.6048, -1.4689], [-1.2406, -3.1193, 3.5132], [4.0594, 4.6344, -0.7893], [-4.9035, 3.2532, 2.8137], [-1.9397, 3.2640, -2.6751], [0.2984, 2.0977, -2.9696], [-1.2863, 1.6530, 1.8341], [0.9531, 1.4212, -2.4491], [-3.4279, 1.9963, 0.4490], [0.3760, -4.1809, -1.7325], [-6.4453, 1.9802, -0.4306], [2.3974, -2.4757, 4.9114], [0.5208, -3.4854, 4.9440], [-4.1939, 4.6961, -0.7736], [0.6276, 1.9693, 3.4602], [-2.6331, 2.2689, -0.8453], [-2.8639, -3.1898, 0.7781], [2.9386, -3.9717, 0.8574]],
  "mulliken_spin": [-0.0028, 0.0001, 0.0012, 0.0125, 0.2349, -0.0005, 0.0068, 0.0001, 0.0000, 0.0000, 0.0002, 0.0580, 0.0004, 0.0111, 0.0753, -0.0001, 0.0001, -0.0050, -0.0002, -0.0210, 0.0002, 0.1999, -0.0283, -0.0062, 0.0005, -0.0017, 0.0032, 0.0059, -0.0006, -0.0002, -0.0028, 0.0016, 0.0033, -0.0024, 0.0007, -0.0002, 0.1049, 0.0002, 0.0002, -0.0320, -0.0010, -0.0155, 0.0000, 0.0002, 0.0039, -0.0005, -0.0068, 0.0013, -0.0012, 0.0000, 0.0000, -0.0456, 0.0093, 0.0012, 0.2345, -0.0004, 0.0002, 0.0235, 0.0000, -0.0116, 0.0166, 0.0004, 0.0027, -0.0030, -0.0024, -0.0073, -0.0001, -0.0004, 0.0049, 0.0007, 0.0088, 0.0061, 0.0000, -0.0003, 0.0000, -0.0005, -0.0006, 0.0004, 0.0765, 0.0001, 0.0000, 0.0001, -0.0001, 0.0012, 0.0730, 0.0109, 0.0001, 0.0002, 0.0000, 0.0010, -0.0459, 0.0124, 0.0099, 0.0082, 0.0011, -0.0001, 0.0079, 0.0000, 0.0000, 0.0029, 0.0066, -0.0009, 0.0002],
  "spin_multiplicity": 2,
  "e_homo_ev": [-7.6170, -8.2494],
  "charge": 0,
  "e_above_lowest_kj_mol": 164.3,
  "s2": 0.75
}



{
  "formula": "C5H8OS",
  "method": "the ωB97M-V functional and the def2-TZVPD basis",
  "elements": ["H", "H", "H", "C", "H", "C", "C", "S", "C", "H", "H", "O", "C", "H", "H"],
  "coordinates": [[-2.5799, 0.6304, -1.5368], [-1.3569, 1.0676, 0.6066], [1.1553, 1.9456, -0.2232], [-3.2429, 0.5108, -0.5644], [-0.3795, -1.7807, -0.0661], [1.1765, -0.2535, 0.5008], [-0.2227, -0.7548, 0.0639], [2.5207, -0.1967, -0.4934], [-1.3570, -0.0584, 0.4195], [-3.6861, 1.4192, 0.0119], [1.9933, 1.4601, 1.4949], [-2.5379, -0.5583, 0.3082], [1.6046, 1.1107, 0.3413], [1.2500, -0.6063, 1.5493], [-4.1750, 0.1490, -0.9752]],
  "lowdin_charge": [0.1348, 0.1377, 0.0778, -0.0311, 0.0822, -0.8173, -0.0406, 0.8717, -0.3042, 0.1185, 0.1506, -0.1085, -0.4416, 0.1147, 0.0551],
  "spin_multiplicity": 1,
  "e_homo_ev": -8.6520,
  "charge": 0,
  "e_above_lowest_kj_mol": 383.4
}



{
  "formula": "C3H10N2",
  "method": "the ωB97M-V functional and the def2-TZVPD basis",
  "elements": ["C", "H", "C", "C", "H", "H", "H", "N", "N", "H", "H", "H", "H", "H", "H"],
  "coordinates": [[-0.5023, -0.2281, 0.2952], [0.5323, -0.9119, -2.8101], [-0.5267, 1.1737, 0.9228], [0.1349, -1.2747, -1.8632], [1.5216, 1.3139, 1.2467], [-0.9443, -1.3306, -1.9447], [1.3602, -0.6050, -0.4000], [0.6478, 1.5354, 1.7000], [0.4729, -0.3136, -0.7921], [-0.3470, -1.0015, 1.0642], [-1.3874, 1.2027, 1.5911], [-1.5093, -0.4279, -0.0888], [0.5772, -2.2539, -1.6915], [0.6190, 1.2386, 2.6614], [-0.6488, 1.8830, 0.1091]],
  "lowdin_charge": [-0.2659, 0.0664, -0.2880, -0.1243, 0.0535, 0.0670, 0.0913, -0.0110, -0.1316, 0.1105, 0.1045, 0.1026, 0.0687, 0.0557, 0.1007],
  "spin_multiplicity": 1,
  "e_homo_ev": -8.6318,
  "charge": 0,
  "e_above_lowest_kj_mol": 62.8
}



{
  "formula": "C23H48BBr16FNO2",
  "method": "the ωB97M-V functional and the def2-TZVPD basis",
  "elements": ["H", "C", "H", "H", "H", "C", "H", "H", "Br", "H", "N", "H", "C", "C", "C", "H", "H", "H", "H", "H", "H", "Br", "H", "C", "Br", "H", "C", "C", "H", "Br", "O", "H", "Br", "H", "C", "C", "H", "O", "H", "Br", "C", "H", "H", "H", "H", "H", "Br", "H", "F", "C", "Br", "B", "H", "H", "C", "H", "Br", "H", "C", "H", "H", "H", "Br", "H", "H", "H", "Br", "H", "Br", "C", "H", "C", "C", "C", "Br", "Br", "Br", "H", "H", "C", "H", "C", "H", "H", "C", "H", "H", "C", "H", "H", "Br", "C"],
  "coordinates": [[-9.6088, -2.4525, 8.8449], [-0.4776, -0.6572, -0.6524], [5.7914, 1.9274, 0.7087], [1.4481, 3.4118, 0.5879], [0.7215, -5.7586, 2.3804], [0.0118, -5.1673, 2.9602], [3.8654, 5.3318, -4.5976], [2.5711, -4.0998, 2.6164], [3.8485, 0.9195, 4.0146], [-0.8215, -0.2216, 0.2781], [-1.6540, -1.3159, -1.2453], [0.0207, 5.3539, 1.5546], [5.2757, 1.6203, -0.1991], [-1.3821, -5.4387, 2.3578], [1.0056, 5.1480, -8.3591], [-10.4804, -3.8036, 8.0940], [-1.7719, -6.3919, 2.7316], [4.2431, 1.2383, -12.2998], [-2.1332, -3.4374, 2.1511], [-11.0878, -1.8461, 6.8042], [-0.0116, -1.3161, 1.9220], [3.7430, 4.9900, -9.2052], [3.7635, 0.0217, -10.2576], [-9.7204, -3.0406, 7.9400], [-3.5815, -0.6259, 3.9185], [0.0171, -5.4584, 4.0103], [2.4067, 0.4383, 6.4449], [4.3064, 4.4059, -4.9598], [1.4568, 0.4565, 4.4892], [0.4022, 1.5473, 1.8585], [0.1387, -3.4531, 1.3638], [-0.9761, 4.1087, 2.3339], [5.8865, 4.1207, -3.8533], [2.5884, -0.5739, -11.4463], [-0.2904, 4.3114, 1.5178], [0.3712, -3.7008, 2.7333], [-1.9187, -2.0896, -0.6491], [2.0285, -2.2414, 1.8950], [-9.9166, -2.7227, 5.8020], [-8.9720, -0.5841, 6.6551], [-4.5564, -2.0513, 4.8127], [3.3938, 2.3860, -11.2494], [3.3203, 0.7932, 6.9110], [1.9413, 2.0472, 5.1082], [-0.1124, 0.1042, -1.3447], [0.9846, 6.0353, -8.9831], [2.4993, -1.5053, 6.4402], [1.5805, 3.6676, 2.3408], [-2.3612, -4.0293, 4.0440], [0.9057, 3.3968, 1.5291], [6.0443, -0.1037, -0.6738], [0.7072, -2.0612, 1.2375], [2.2407, 3.3909, -8.0345], [-1.3929, -1.7178, -2.1355], [3.3064, 1.4474, -11.7883], [-3.8166, -2.6823, 5.2890], [-1.3122, 4.1347, -0.1301], [2.1942, -2.8805, 3.8147], [1.8691, -3.2825, 2.8450], [3.1808, 2.9471, -3.8071], [3.4332, 2.4360, 0.5201], [0.0168, 4.6948, -8.3401], [1.9947, 1.7306, -13.2001], [-1.3212, -5.4890, 1.2740], [5.5217, 2.3037, -1.0064], [-3.3978, -4.6400, 2.3973], [1.3437, 5.7428, -6.5375], [3.5134, 0.6692, 0.6584], [1.4868, 0.7781, -9.6752], [0.6973, -1.6340, -0.3448], [4.6585, 4.5500, -5.9766], [2.0374, 4.1409, -8.7932], [-5.5843, -1.5124, 5.7720], [2.2090, 0.9935, 5.0595], [-8.0545, -4.0169, 7.6970], [-4.7703, -0.8561, 7.4165], [3.9202, 1.7056, -5.8360], [-6.1565, -0.6895, 5.3587], [0.4820, -2.5416, -0.9216], [-10.0599, -2.1965, 6.7400], [1.5562, 0.6864, 7.0765], [-2.3874, -4.3474, 2.6942], [2.3727, 3.5373, -5.2704], [1.6507, -1.2411, -0.7091], [3.3293, 3.2685, -4.8330], [-5.0430, -2.6099, 4.0158], [1.7308, 3.6498, -9.7106], [3.7939, 1.5253, 0.0484], [-0.1569, -2.9906, 3.3796], [-6.2635, -2.3001, 6.0882], [2.7979, 1.3644, -1.6169], [2.9255, 0.2971, -10.8944]],
  "lowdin_charge": [0.0500, -0.3493, 0.0541, 0.0226, 0.1123, -0.1300, 0.0422, 0.1109, 0.6103, 0.0102, -0.0269, 0.0508, -0.6901, -0.1743, -0.6624, 0.0546, 0.1012, 0.0591, 0.1071, 0.0541, 0.0853, 0.6124, 0.0616, -0.6926, 0.6266, 0.1094, -0.6980, -0.7190, 0.0234, 0.7779, -0.0575, 0.0465, 0.6084, 0.0495, -0.6992, -0.3684, 0.0508, -0.0740, 0.0517, 0.6529, -0.7026, 0.0232, 0.0422, 0.0520, 0.0670, 0.0508, 0.6317, 0.0555, -0.0731, -0.6852, 0.6072, -0.7642, 0.0101, 0.0438, -0.6906, 0.0358, 0.6030, 0.0605, -0.1695, -0.0359, 0.0343, 0.0627, 0.5981, 0.1106, 0.0226, 0.1098, 0.6817, 0.0423, 0.6557, -0.1095, 0.0263, -0.7255, -0.7343, -0.7060, 0.6404, 0.5774, 0.6012, 0.0173, 0.0834, -0.6882, 0.0547, -0.2188, -0.0118, 0.0436, -0.7170, 0.0591, 0.0051, -0.6786, 0.1298, -0.0149, 0.7054, -0.6725],
  "spin_multiplicity": 1,
  "e_homo_ev": -4.3171,
  "charge": -1,
  "e_above_lowest_kj_mol": 0.0
}